*one*
This record from OMol25 describes C17H24N2O2 in the gas phase. The level of theory is ωB97M-V with the def2-TZVPD basis set.

Geometry (Å):
C (-5.83873, -0.98568, -0.70377)
C (-4.50141, -0.42683, -0.32910)
C (-4.15262, -0.21838, 0.99918)
C (-2.91412, 0.29538, 1.33106)
C (-2.00124, 0.63457, 0.33777)
C (-2.33990, 0.41674, -0.99530)
C (-3.57441, -0.11083, -1.31799)
H (-3.82575, -0.28623, -2.35429)
H (-1.63019, 0.62186, -1.78465)
C (-0.67605, 1.16284, 0.75335)
O (-0.12372, 0.80367, 1.78587)
N (-0.12104, 2.07292, -0.07485)
H (-0.58492, 2.31196, -0.93537)
C (1.16285, 2.68556, 0.19432)
H (1.21963, 3.64642, -0.31712)
H (1.24918, 2.83358, 1.27522)
C (2.33158, 1.79630, -0.27652)
O (3.09867, 2.14101, -1.15244)
N (2.38318, 0.63437, 0.38371)
H (1.69289, 0.45218, 1.10245)
C (3.35162, -0.40103, 0.08733)
C (3.35539, -1.45867, 1.19312)
C (2.03212, -2.18409, 1.43662)
H (1.29358, -1.49351, 1.85029)
C (1.43092, -2.85964, 0.20420)
H (2.19109, -3.44064, -0.31996)
C (0.76816, -1.86315, -0.74714)
C (1.70906, -1.21034, -1.76610)
H (1.28693, -0.24612, -2.05878)
C (3.15584, -0.99704, -1.31769)
H (3.70228, -1.94024, -1.35685)
H (3.61821, -0.31971, -2.03792)
H (1.74516, -1.82772, -2.66732)
H (-0.02618, -2.36971, -1.30165)
H (0.28309, -1.09496, -0.14391)
H (0.66597, -3.55952, 0.54965)
H (2.21638, -2.94466, 2.19986)
H (4.12350, -2.19330, 0.94097)
H (3.65725, -0.97826, 2.12746)
H (4.34257, 0.07738, 0.08585)
H (-2.63553, 0.44524, 2.36324)
H (-4.85495, -0.46672, 1.78164)
H (-6.41718, -1.24060, 0.18023)
H (-5.71936, -1.87976, -1.31393)
H (-6.40072, -0.25822, -1.28875)

Output
SMILES: Cc1ccc(C(=O)NCC(=O)NC2CCCCCC2)cc1
Gap between HOMO and LUMO (Ha): 0.363
HOMO energy (Ha): -0.337
Lowest unoccupied orbital energy (eV): 0.695

***

*two*
This record from OMol25 describes C17H24N2O2 in the gas phase. The level of theory is ωB97M-V with the def2-TZVPD basis set.

Geometry (Å):
C (3.61918, 2.38939, -0.22424)
C (4.24199, 1.03476, 0.09020)
H (5.31010, 1.06426, -0.12962)
C (3.61103, -0.09738, -0.72837)
N (2.19514, -0.24264, -0.40739)
C (1.71466, -0.56852, 0.80432)
O (2.38731, -0.78117, 1.79153)
C (0.18010, -0.71368, 0.85636)
N (-0.50369, 0.08546, -0.12991)
C (-0.96753, -0.61374, -1.19349)
O (-1.51112, -0.13194, -2.16125)
C (-0.61760, -2.07779, -0.97328)
H (-1.46996, -2.70562, -1.22570)
C (-0.22324, -2.15772, 0.49943)
H (0.59077, -2.85597, 0.68717)
H (-1.08066, -2.45967, 1.10084)
H (0.20531, -2.34672, -1.63867)
C (-0.76932, 1.48928, 0.05662)
H (0.14230, 1.99245, 0.39525)
H (-1.05909, 1.87905, -0.92295)
C (-1.91089, 1.72651, 1.06148)
C (-3.10925, 0.91051, 0.66454)
C (-3.38117, -0.29781, 1.29099)
C (-4.43626, -1.08868, 0.87119)
C (-5.23210, -0.67834, -0.18344)
C (-4.97305, 0.52919, -0.80937)
C (-3.91825, 1.31707, -0.38843)
H (-3.71508, 2.25430, -0.88570)
H (-5.59100, 0.85422, -1.63307)
H (-6.05177, -1.29766, -0.51671)
H (-4.63447, -2.02850, 1.36669)
H (-2.76568, -0.62211, 2.11925)
H (-2.15155, 2.79082, 1.06122)
H (-1.58133, 1.44982, 2.06471)
H (-0.12747, -0.44832, 1.87208)
H (1.52962, -0.06077, -1.14165)
C (4.33904, -1.42054, -0.49684)
H (4.28521, -1.68695, 0.55474)
H (5.38203, -1.32917, -0.78629)
H (3.88110, -2.21311, -1.08476)
H (3.65808, 0.16174, -1.79217)
H (4.11790, 0.80442, 1.14832)
H (4.09845, 3.16971, 0.36134)
H (2.55773, 2.38968, 0.01426)
H (3.73446, 2.63186, -1.27923)

Output
SMILES: CC[C@@H](C)NC(=O)[C@@H]1CCC(=O)N1CCc1ccccc1
Gap between HOMO and LUMO (Ha): 0.362
HOMO energy (Ha): -0.333
Lowest unoccupied orbital energy (eV): 0.791

***

The structure with the most favorable energy is *one*; the runner-up is 7.2 kJ/mol above it.

***

*one*
This record from OMol25 describes a molecular structure, C4H2N2S. The level of theory is ωB97M-V with the def2-TZVPD basis set.

Geometry (Å):
C (1.42344, -0.97472, -0.55537)
C (0.65746, 1.28311, 0.10579)
C (-1.63763, -0.26828, 0.12000)
C (1.01141, 0.01706, 0.30833)
N (1.87412, -1.71493, -1.28425)
N (-0.01770, 2.25721, 0.15599)
S (-2.05621, 1.14029, -0.04963)
H (-1.90781, -1.29791, -0.04401)
H (0.65291, -0.44184, 1.24315)

Output
Gap between HOMO and LUMO (alpha / beta) (Ha): 0.269 / 0.269
HOMO energy (alpha / beta) (Ha): -0.324 / -0.324
Lowest unoccupied orbital energy (alpha / beta) (eV): -1.495 / -1.495

***

*two*
This record from OMol25 describes C4H2N2S in the gas phase. The level of theory is ωB97M-V with the def2-TZVPD basis set.

Geometry (Å):
C (1.43796, 0.47481, -1.59000)
C (0.10660, -1.26851, -0.03182)
C (-1.20423, 1.25691, 0.76801)
C (0.70019, -0.39864, -0.87111)
N (2.02959, 1.23998, -2.26029)
N (-0.47780, -1.25252, 1.10908)
S (-0.99712, 0.14455, 1.87690)
H (0.10252, -2.30105, -0.25457)
H (-1.69770, 2.10447, 1.25380)

Output
Gap between HOMO and LUMO (alpha / beta) (Ha): 0.233 / 0.259
HOMO energy (alpha / beta) (Ha): -0.339 / -0.341
Lowest unoccupied orbital energy (alpha / beta) (eV): -2.873 / -2.240

***

The structure with the most favorable energy is *one*; the runner-up is 252.1 kJ/mol above it.

***

*one*
This record from OMol25 describes 14 unconnected molecules or ions with the total composition C4H37NO13S. The level of theory is ωB97M-V with the def2-TZVPD basis set.

Geometry (Å):
C (-2.88381, -0.60582, -0.79450)
N (-1.80572, 0.20428, -1.31351)
C (-0.38384, -0.11602, -1.09013)
C (0.40166, 0.77911, -2.02931)
S (2.17827, 0.33069, -2.28586)
C (-0.03380, 0.18421, 0.37048)
H (-3.54950, -0.04487, -0.14217)
H (-3.55103, -0.92867, -1.61016)
H (-2.48986, -1.54382, -0.39643)
H (-1.94101, 1.18821, -1.12098)
H (-0.28627, -1.16882, -1.32604)
H (-0.05326, 0.88180, -3.01130)
H (0.51746, 1.78788, -1.62920)
H (2.42034, -0.76241, -3.02891)
H (-0.91999, -0.07260, 0.96771)
H (0.64736, -0.51687, 0.83290)
H (0.19968, 1.21931, 0.53173)
H (-1.01931, -3.48963, -0.40218)
H (-0.49062, -3.26577, 0.96466)
O (-0.17252, -3.46385, 0.06330)
H (3.08329, 2.13632, 2.47056)
H (2.04286, 0.95661, 2.49473)
O (2.25430, 1.83772, 2.85558)
H (-2.18750, -2.03828, -2.63442)
H (-1.09255, -2.63533, -3.52600)
O (-1.67676, -2.83425, -2.78618)
H (1.87892, -4.14412, -2.01010)
H (0.40607, -3.48767, -2.32577)
O (1.35666, -3.40428, -2.32227)
H (2.71897, 2.68385, -0.51222)
H (3.78550, 1.74925, -0.15574)
O (3.65345, 2.70304, -0.26812)
H (-2.67510, -3.68800, 2.01407)
H (-2.21565, -2.28048, 2.73285)
O (-1.98161, -3.05772, 2.19881)
H (-3.07759, -0.28235, 2.89179)
H (-2.11354, -0.66954, 3.97914)
O (-3.01935, -0.85459, 3.69610)
H (0.23301, 4.02898, -0.50420)
H (0.62254, 4.10266, -1.94553)
O (-0.15260, 3.94093, -1.39280)
H (0.82289, 2.51785, 1.61042)
H (0.43972, 3.90341, 2.34866)
O (0.26720, 3.31241, 1.61130)
H (2.50903, -0.99647, 0.69367)
H (3.18698, -1.27496, 2.02710)
O (2.69066, -0.58995, 1.57076)
H (-1.22921, 2.83256, 0.79901)
H (-2.01518, 3.39812, -0.29632)
O (-2.12395, 2.72153, 0.38801)
H (2.15600, -3.08617, 0.22076)
H (2.44557, -2.36703, -1.08060)
O (2.84333, -2.56046, -0.21193)
H (-4.15098, 1.79378, 1.83406)
H (-2.70556, 1.84525, 2.12892)
O (-3.52727, 1.48832, 2.50573)

Output
Gap between HOMO and LUMO (Ha): 0.320
HOMO energy (Ha): -0.313
Lowest unoccupied orbital energy (eV): 0.174

***

*two*
This record from OMol25 describes 14 unconnected molecules or ions with the total composition C4H37NO13S. The level of theory is ωB97M-V with the def2-TZVPD basis set.

Geometry (Å):
C (2.24181, 0.88446, -0.95498)
N (1.07571, 1.78452, -1.00966)
C (0.10763, 1.42730, 0.09482)
C (-1.16252, 2.21613, -0.21435)
S (-2.53845, 2.16030, 0.97283)
C (-0.34298, -0.07533, 0.10060)
H (2.05529, -0.11248, -0.61806)
H (2.76946, 0.68170, -1.96696)
H (3.06791, 1.38981, -0.42396)
H (0.60737, 1.87049, -1.89899)
H (0.69903, 1.74534, 0.97940)
H (-0.88159, 3.29894, -0.25840)
H (-1.54349, 2.03705, -1.25069)
H (-2.19485, 3.50064, 1.38412)
H (-1.41754, -0.19345, -0.12165)
H (0.16463, -0.68583, -0.61894)
H (-0.08174, -0.70748, 0.98478)
H (1.28093, 0.89644, 2.60258)
H (2.25924, -0.13038, 1.82346)
O (2.06128, 0.32713, 2.63327)
H (-2.34056, -4.26878, 0.47216)
H (-1.31899, -3.18460, 0.74830)
O (-1.75727, -3.66234, 0.02171)
H (2.98298, 3.26725, 1.03674)
H (1.64122, 3.06547, 0.05387)
O (2.02774, 3.28337, 0.96471)
H (1.29729, 3.28236, 2.56991)
H (-0.04747, 3.25848, 3.48844)
O (0.80519, 2.87036, 3.30859)
H (-3.84253, -2.21574, 0.13289)
H (-4.82220, -1.04053, -0.23963)
O (-4.25750, -1.73744, -0.58897)
H (3.94202, -1.47955, 0.04075)
H (4.56310, -1.12158, 1.43534)
O (3.75653, -1.28128, 0.95489)
H (3.33819, -2.48950, -2.04905)
H (2.46635, -3.16576, -0.84055)
O (3.32933, -2.96693, -1.19806)
H (-2.39935, 0.16819, -3.04698)
H (-3.19904, 1.12362, -3.56600)
O (-2.21713, 1.02767, -3.50886)
H (-2.52573, -1.36030, -1.29378)
H (-2.97148, -2.14296, -2.60356)
O (-2.47924, -1.40492, -2.23906)
H (-0.64258, -2.07286, 3.05214)
H (0.26191, -3.18733, 2.50468)
O (-0.65792, -2.89181, 2.49570)
H (-0.88681, -0.91364, -3.03139)
H (-0.20714, 0.35748, -3.56945)
O (-0.03366, -0.58588, -3.40528)
H (0.63875, -0.00035, 3.57736)
H (-0.50809, -0.13002, 4.58377)
O (-0.25728, -0.44830, 3.71280)
H (2.02362, -2.01735, -3.61523)
H (1.70755, -0.80349, -2.74915)
O (2.42498, -1.27943, -3.15865)

Output
Gap between HOMO and LUMO (Ha): 0.346
HOMO energy (Ha): -0.342
Lowest unoccupied orbital energy (eV): 0.098

***

The structure with the most favorable energy is *one*; the runner-up is 84.5 kJ/mol above it.

***

*one*
This record from OMol25 describes C6H10O3 in the gas phase. The level of theory is ωB97M-V with the def2-TZVPD basis set.

Geometry (Å):
C (-1.22321, 1.37084, -0.97027)
C (-0.12342, 0.77460, 0.03942)
C (-0.00954, 0.61015, 1.51059)
C (-0.26564, -0.66755, 0.71943)
C (0.91652, -1.39081, 0.48917)
C (1.81243, -0.43692, -0.24828)
H (-2.26553, 0.34943, -2.33751)
H (-0.62537, 1.90656, -1.86827)
H (-1.85301, 2.37061, -0.49770)
H (-0.76220, 1.36139, 1.97290)
H (1.20121, 0.61413, 1.87114)
H (-1.84940, -1.11850, -0.19303)
H (0.76927, -2.42633, -0.02359)
H (1.18044, -1.78902, 1.63494)
H (2.32617, -0.96854, -1.08880)
H (2.81047, -0.15221, 0.41934)
O (-1.71533, 0.10914, -1.41528)
O (-1.42593, -1.35890, 0.69705)
O (1.10204, 0.84191, -0.71124)

Output
SMILES: OC[C@@]12C[C@]1(O)CCO2
Gap between HOMO and LUMO (Ha): 0.322
HOMO energy (Ha): -0.306
Lowest unoccupied orbital energy (eV): 0.416

***

*two*
This record from OMol25 describes C6H10O3 in the gas phase. The level of theory is ωB97M-V with the def2-TZVPD basis set.

Geometry (Å):
C (-0.02959, -0.68420, -1.20978)
C (-1.04446, 0.05509, -2.05820)
C (0.63955, 0.26740, 2.58256)
C (-1.15362, 0.39187, 0.84105)
C (0.12359, 0.37091, 1.17148)
C (1.01004, 0.20763, -0.00243)
O (-0.56283, -1.92527, -0.81822)
O (1.42469, 1.34838, -0.64699)
O (-2.32687, 0.33998, 0.91704)
H (0.10256, -2.41977, -0.32799)
H (0.66425, 1.93449, -0.76840)
H (0.83938, -0.87791, -1.85654)
H (1.90179, -0.39272, 0.20068)
H (-1.31979, -0.57106, -2.90714)
H (-0.63464, 0.98763, -2.44356)
H (-1.95602, 0.24762, -1.49814)
H (1.26519, -0.62073, 2.69934)
H (-0.18746, 0.20095, 3.28700)
H (1.24424, 1.13972, 2.83823)

Output
SMILES: CC(=C=O)[C@H](O)[C@H](C)O
Gap between HOMO and LUMO (Ha): 0.334
HOMO energy (Ha): -0.315
Lowest unoccupied orbital energy (eV): 0.525

***

The structure with the most favorable energy is *two*; the runner-up is 310.4 kJ/mol above it.